Entry from OMol25: 2 unconnected molecules or ions with the total composition C2H5ISi in a non-equilibrium geometry (wB97M-V/def2-TZVPD).

The geometry in XYZ format:
```
9
C2H5ISi wB97M-V/def2-TZVPD
I -0.90230 2.89089 0.15425
Si 0.22570 0.83250 -0.43680
C -0.42294 -0.58526 0.61136
C -0.10518 -0.98285 -0.84739
H 0.09332 -1.11807 1.34580
H 0.74013 -1.57782 -0.98699
H -1.51690 -0.36904 0.91658
H -1.08740 -1.07971 -1.36256
H 2.97556 1.98936 0.60576
```

The net charge is 0.

=====

Entry from OMol25: 2 unconnected molecules or ions with the total composition C7H11N2OS in a non-equilibrium geometry (wB97M-V/def2-TZVPD).

The geometry in XYZ format:
```
22
C7H11N2OS wB97M-V/def2-TZVPD
S -0.81837 -0.44305 -1.20419
O 0.06323 -2.96183 -2.71680
N -0.26893 1.63575 0.43112
N -0.30703 0.85518 2.45996
C -2.03622 -1.74647 -0.68049
C 1.63117 -1.14011 -3.27709
C -0.05008 1.94836 1.70238
C -0.65666 -0.11758 1.73569
C -0.67845 0.31901 0.38466
C 0.25083 3.32678 2.13586
C 0.73686 -2.02611 -2.74291
H 2.17032 -0.66244 -2.46165
H -0.33470 3.70341 2.99101
H -0.80875 -1.10009 2.25345
H 1.18756 -0.26623 -3.61696
H -0.30029 2.23134 -0.37798
H 1.26372 3.18597 2.42455
H -1.88123 -1.80041 0.36297
H -1.65352 -2.62447 -1.24371
H -2.99393 -1.54652 -1.09951
H 2.25368 -1.76097 -3.93466
H 0.13107 3.89296 1.24062
```

The net charge is +1.

=====

Entry from OMol25: a molecular structure, C33H49N10OPdSSe (wB97M-V/def2-TZVPD).

The geometry in XYZ format:
```
96
C33H49N10OPdSSe wB97M-V/def2-TZVPD
Pd -0.26489 0.56123 0.14543
Se 1.08606 -1.08045 1.31187
S 1.40654 1.25096 -1.29757
O -2.92028 -1.68138 4.47898
N -1.33683 1.06929 1.97788
N 0.56400 -1.21258 4.13109
N 3.31798 -0.66967 -1.05101
N -5.23344 3.74750 -4.41029
N -3.91302 -0.17631 5.84250
N 1.44671 0.70354 3.54872
N -3.93642 -3.79509 -1.06273
N -1.59065 1.61666 -1.09993
N 3.38178 0.68910 -2.89183
N -2.10053 -1.76675 -0.11017
C -1.68797 -2.76262 -1.08971
C -1.55567 2.76000 3.65237
C -3.12803 -0.52481 4.81232
C 0.36710 0.33487 7.49512
C -1.60397 1.30572 -2.40604
C -2.23801 1.87638 4.47934
C 4.44808 -0.13604 4.45632
C 0.61533 -0.42872 5.28051
C 1.23435 -3.52090 4.71453
C 1.05395 -0.50003 3.10904
C 2.79805 0.32167 -1.76443
C -4.37558 -2.79055 -0.02655
C 0.14611 -2.62328 4.13231
C 2.16009 1.72439 2.77013
C -4.43854 3.31161 -3.70700
C -2.50212 2.49230 -0.65236
C 1.17123 0.78787 4.91203
C 4.65056 0.15403 -3.37922
C 3.64045 1.42200 2.57453
C -2.46366 0.58500 4.03485
C -2.45589 -4.07543 -0.98257
C -3.46065 2.74322 -2.81940
C 1.35373 1.81607 5.83361
C 4.46317 1.26916 3.85870
C -1.12149 2.32366 2.41786
C -1.98837 0.23197 2.77846
C -3.44439 3.08078 -1.47084
C 0.94106 1.56508 7.12618
C -3.53560 -1.52560 -0.16531
C 0.19597 -0.68567 6.58309
C 2.47591 -3.64303 3.83388
C -2.51830 1.83674 -3.29203
C 2.24416 -4.48677 2.58396
H 4.03104 2.24791 1.97529
H -1.82207 -2.33934 -2.09082
H -1.35429 3.77511 3.96491
H 1.91916 -5.49274 2.85362
H 1.80532 2.76080 5.56465
H 3.45978 -0.44284 4.80495
H 4.84892 0.58405 -4.35557
H 0.79763 -4.51040 4.86983
H 3.15949 -4.58428 2.00039
H -0.77911 -2.67280 4.70234
H -3.76423 -1.03556 -1.11819
H -0.57603 2.98401 1.75476
H -4.16763 -3.44642 -1.99651
H 1.66104 1.82078 1.80441
H -2.55603 2.20453 5.46148
H -2.28789 -4.56251 -0.02221
H 1.48285 -4.05195 1.93031
H -0.62526 -2.97524 -0.97280
H 5.46878 0.41944 -2.70851
H -0.08351 -2.89185 3.10165
H -0.83920 0.62114 -2.74265
H -0.23878 -1.63382 6.86856
H 4.78819 -0.86903 3.72091
H 2.84031 -2.64590 3.56142
H 5.49709 1.53021 3.63071
H 4.59520 -0.92872 -3.49631
H 3.74496 0.51929 1.96366
H 4.13462 2.00336 4.60035
H 4.16738 -1.12839 -1.34090
H 2.94585 1.44248 -3.40066
H -3.82881 -0.83263 0.62363
H -2.13085 -0.78621 2.44177
H -4.46171 -4.66445 -0.94762
H -4.17941 0.77265 6.03894
H -2.47840 2.73145 0.39788
H 1.50311 -3.14680 5.70522
H 5.11998 -0.19840 5.31134
H 3.27713 -4.09202 4.42227
H -2.48909 1.55906 -4.33611
H -2.20390 -4.76985 -1.78241
H 0.06477 0.18404 8.52225
H -5.43766 -2.60136 -0.17411
H 2.96203 -0.85132 -0.12296
H -1.80470 -2.04831 0.81970
H 1.07114 2.32960 7.87979
H -4.15201 3.78938 -1.06475
H -4.23031 -3.26549 0.94382
H 2.03095 2.66243 3.30920
H -4.37584 -0.91155 6.35514
```

The net charge is +3.

=====

Entry from OMol25: a molecular structure, C29H33MnN3O8PS2 (wB97M-V/def2-TZVPD).

The geometry in XYZ format:
```
77
C29H33MnN3O8PS2 wB97M-V/def2-TZVPD
Mn -0.36271 -0.43684 -0.11272
S -0.77055 -1.12264 -2.44368
S 3.04690 -0.05556 -3.77709
P 1.12820 -1.99493 0.69394
O 0.95372 3.32969 -0.70347
O 2.19810 0.79284 -4.58965
O 0.46860 1.18034 -1.03497
O -2.10005 -3.37020 2.14396
O 4.46846 0.07230 -3.96089
O -1.97818 1.07726 0.39584
O -1.60644 -1.80356 0.62135
O -0.23000 0.58517 1.63306
N 2.75527 0.11309 -2.18115
N -0.66899 1.14669 -3.89980
N -2.18476 1.18039 -2.31585
C 0.27066 -4.08996 -0.88480
C 1.82790 -4.34464 -4.60952
C 0.10860 -2.44880 2.13625
C 2.65230 1.69465 -0.28270
C -1.33464 -2.58090 1.61072
C 2.40025 -5.78890 -0.35984
C 1.24495 2.13806 -0.65883
C 5.13810 -1.24231 0.99416
C -1.01715 2.56368 -3.80559
C 1.25047 -3.29504 -5.31229
C -1.96069 2.60006 -2.58737
C 2.39532 -4.50134 0.15964
C 1.32717 -3.64232 -0.09049
C 3.12918 -2.74998 -3.34625
C 5.38108 -1.24941 2.36211
C 3.85696 -1.46502 0.51568
C 1.46294 -5.77021 -4.91678
C 2.54627 -1.71827 -4.06994
C 4.33580 -1.48385 3.24139
C -1.26598 1.29575 1.39903
C 2.79746 -1.70995 1.39105
C 1.60438 -1.98082 -5.04813
C 2.76548 -4.05488 -3.61853
C 1.33688 -6.23204 -1.13332
C -1.57887 2.43879 2.32569
C -1.24367 0.44851 -2.91541
C 3.05318 -1.71717 2.75903
C 0.27636 -5.37778 -1.40013
C 3.41955 1.26975 -1.53448
H 0.50193 -3.50404 -6.06721
H -0.12199 3.15801 -3.62330
H -2.44617 0.91898 -1.37244
H 3.66549 -1.42933 -0.55046
H 1.74213 0.12140 -1.98996
H 3.85624 -2.53217 -2.57508
H -0.57174 -3.43355 -1.07152
H -1.49880 2.90785 -4.72229
H 2.22490 -6.23609 -5.54640
H 0.51152 -5.82854 -5.44509
H 4.43699 0.97515 -1.27400
H 2.59034 0.86953 0.42760
H -1.25258 2.21098 3.33835
H 4.51493 -1.48729 4.30945
H 3.23211 -6.45033 -0.14808
H -2.64214 2.66646 2.30176
H 6.38000 -1.06833 2.73909
H 1.14641 -1.16080 -5.58267
H 3.22110 -4.17387 0.77892
H -2.89950 3.10969 -2.80146
H 0.12714 -1.59835 2.82225
H 3.18518 2.52317 0.18227
H 3.19952 -4.86088 -3.04024
H 5.94610 -1.05392 0.29748
H 3.48799 2.11860 -2.22134
H 0.24003 0.86216 -4.24343
H -1.02338 3.30863 1.96874
H 0.42039 -3.35845 2.64755
H 1.33424 -7.24349 -1.52265
H 2.25059 -1.90369 3.45943
H 1.38703 -6.35699 -4.00164
H -0.55768 -5.71436 -2.00350
H -1.46767 3.05981 -1.72892
```

The net charge is -1. As for the expectation value of S²: 0.797. The spin multiplicity is 2.

=====

Entry from OMol25: a single C9H12O4 molecule in a non-equilibrium geometry (wB97M-V/def2-TZVPD).

The geometry in XYZ format:
```
25
C9H12O4 wB97M-V/def2-TZVPD
O 0.90295 -2.05581 -0.53511
O 0.36908 1.95400 2.15593
O -0.78605 -1.13207 -2.26279
O -2.00330 1.47950 -1.78669
C 0.08822 1.16295 1.08682
C -0.80070 1.64618 0.14240
C -0.50862 -0.34416 -1.16800
C -2.46878 0.85190 -2.98566
C 0.64208 -0.12116 0.94908
C 1.74617 -2.65231 0.41056
C -1.11124 0.86401 -0.96854
C 0.37877 -0.82939 -0.21311
C 1.25631 1.44571 3.11705
H 2.59545 -2.03589 0.72606
H 2.23814 1.20073 2.70119
H -3.23366 1.54016 -3.40705
H 2.10268 -3.57488 -0.08689
H 0.84242 0.54386 3.61814
H 1.34635 -0.49155 1.66355
H -3.00034 -0.07558 -2.78509
H -0.26405 -1.92326 -2.14848
H 1.37944 2.19227 3.90145
H -1.65662 0.69015 -3.71253
H -1.23890 2.64138 0.26795
H 1.18419 -2.97677 1.31975
```

The net charge is 0. As for the SMILES: COc1cc(OC)c(O)c(OC)c1.

=====

Entry from OMol25: a gas-phase ion, C7H7BrClN3 (charge +2) in a non-equilibrium geometry (wB97M-V/def2-TZVPD).

The geometry in XYZ format:
```
19
C7H7BrClN3 wB97M-V/def2-TZVPD
Br 0.64592 -4.24071 -0.46280
Cl 3.41004 -1.12365 1.91054
N 1.23484 -0.31344 0.68545
N -1.72510 -1.27051 1.14722
N 0.56840 0.27506 -0.19708
C 0.16424 -3.02830 0.78071
C 1.19024 0.73626 -1.41458
C 0.71628 -2.21640 1.86151
C -0.81813 0.64908 0.00805
C 1.76238 -1.18699 1.42921
C -1.75538 -0.04391 0.71495
C -0.55520 -1.91977 1.15125
H -2.60044 -1.83909 1.22063
H 2.05015 1.37914 -1.33349
H 0.71602 -2.68904 2.83084
H -1.08874 1.50251 -0.61188
H 1.67217 -0.02667 -2.02368
H 0.36519 1.05543 -2.11406
H -2.72122 0.45713 0.83895
```

The net charge is +2.

=====

Entry from OMol25: 3 unconnected molecules or ions with the total composition C39H36Cl2F12I2O10S2 in a non-equilibrium geometry (wB97M-V/def2-TZVPD).

The geometry in XYZ format:
```
103
C39H36Cl2F12I2O10S2 wB97M-V/def2-TZVPD
I 8.33520 -2.21709 -0.44447
I 6.45830 -4.43531 2.86820
Cl 7.36275 3.88665 1.72586
Cl 8.61509 0.68748 1.93648
S -5.10298 -3.64524 -6.95224
S 3.11508 6.76261 2.17237
F 1.21676 -6.75750 0.71916
F -0.32034 -9.29468 0.07491
F -1.17215 -6.78489 2.42778
F -1.97561 -5.09786 -0.08890
F -1.46860 -9.55133 2.26726
F -4.83657 -0.84967 -1.89315
F -3.19574 -7.11912 1.21537
F 0.72559 -7.08806 -1.59076
F -1.78940 -7.07521 -1.40866
F -4.66447 1.43525 -2.55479
F -2.70561 0.08023 -2.67634
F -2.70728 -9.41684 0.20357
O -3.64440 0.83321 -0.49419
O 3.85888 -2.37454 -1.05954
O 3.89173 7.66599 1.35321
O 3.69984 5.59389 2.79888
O 2.28523 2.73064 -1.60184
O -6.06711 -3.00072 -7.81558
O 2.32455 7.62806 3.30902
O -3.68233 -3.37414 -7.04502
O -0.79649 2.51235 2.20260
O -5.57398 -3.45538 -5.40046
C -3.93194 0.32182 -1.84273
C -5.81895 5.43225 1.98192
C -5.33787 -2.20297 -4.77030
C 3.50050 -1.24766 -0.43914
C -0.73836 -1.83599 0.37465
C 0.38007 -6.24158 -0.38761
C 3.05140 8.07406 4.44663
C -1.23571 -6.39628 -0.17857
C -6.28406 -1.13260 -5.28348
C 3.98780 9.21685 4.09804
C -1.52480 2.91016 1.12836
C 1.69612 6.25382 1.23595
C -5.35392 -5.39866 -7.06067
C 1.29167 0.58431 -0.37578
C 6.99145 -2.30435 2.49030
C -1.47419 -8.92412 0.92446
C 1.86789 -0.97570 -0.19595
C 0.85550 -4.70011 -0.81469
C -4.43292 6.18379 1.50438
C 0.85374 -2.20719 0.20963
C 6.88351 0.90281 1.23344
C 6.59390 -1.94720 0.90539
C 6.11914 -1.43599 3.58034
C -3.01468 5.34994 1.21020
C 5.99689 -0.42715 0.74217
C -0.33177 0.93929 -0.18529
C -1.36869 -0.29996 0.17179
C -2.99108 -0.16754 0.36189
C -4.35526 2.96600 1.83700
C -0.89555 2.49965 -0.34812
C 4.82431 2.79647 0.49906
C -2.93989 3.70063 1.37570
C -1.69859 -7.29829 1.10762
C -5.77122 3.79696 2.12877
C 4.50408 -0.06287 0.09588
C 2.43871 1.71017 -0.75497
C 1.31599 -3.77887 0.46063
C 6.31955 2.44546 1.13761
C 3.93779 1.50482 -0.04275
H -5.50966 -2.34524 -3.69831
H -0.05210 3.27695 -0.57881
H 0.01825 -4.12260 -1.39371
H 0.74075 -4.14005 1.43189
H -3.44002 -1.26302 0.21231
H -3.17623 0.07671 1.51169
H -6.83304 5.96490 2.23084
H -6.10322 -0.91841 -6.34081
H 3.44191 10.02512 3.60128
H -1.46817 -2.70426 0.66232
H 3.59422 7.24283 4.90721
H 2.47278 -3.87740 0.73538
H 6.13543 -2.01986 4.59737
H 4.97895 -1.29897 3.26974
H 1.78671 -4.76407 -1.55052
H 2.31754 8.42636 5.17892
H -7.32409 -1.46183 -5.19384
H -5.16234 -5.69818 -8.09440
H -4.65711 -5.90464 -6.38901
H 8.16872 -2.20426 2.63082
H -1.73235 2.48885 -1.19944
H 4.47310 9.61179 4.99547
H -6.15540 -0.19873 -4.72830
H -4.29316 -1.90084 -4.89293
H 4.38229 3.88390 0.41553
H -4.42268 1.79689 2.00293
H 5.83326 -2.80333 0.59197
H 2.05534 5.71573 0.35479
H -6.72506 3.17438 2.47879
H -6.38842 -5.62579 -6.79622
H 4.77405 8.88897 3.41186
H 1.13960 7.14025 0.92572
H -2.09429 6.02904 0.90898
H 6.53862 -0.33979 3.72437
H -4.48711 7.36941 1.41624
H 1.07642 5.59624 1.84934
```

The net charge is 0. As for the SMILES: C[C@@H](I)[C@H](I)c1c(Cl)c(Cl)cc2c1C(=O)c1c(CCC(F)(F)C(F)(F)C(F)(F)C(F)(F)F)cc(COC(F)(F)F)c(CC(=O)c3ccccc3)c1C2=O.CCOS(C)(=O)=O.CCOS(C)(=O)=O.

=====

Entry from OMol25: a molecular structure, C5H13NO in a non-equilibrium geometry (wB97M-V/def2-TZVPD).

The geometry in XYZ format:
```
20
C5H13NO wB97M-V/def2-TZVPD
O -0.26890 -1.20160 0.35797
N 1.10077 0.36337 -0.03508
C -0.70950 0.02525 0.24203
C 1.79889 0.18338 -1.27526
C 1.88320 0.89049 1.04383
C -1.43426 0.49710 -1.00046
C -2.04634 -1.58661 0.98411
H 1.14677 -0.30407 -2.00102
H 1.30826 0.86285 1.97216
H 2.18945 1.93241 0.84801
H -1.70468 -2.03852 1.90821
H -0.87559 0.62674 1.14320
H 2.80012 0.30600 1.19993
H -1.09607 1.49662 -1.26918
H 2.12710 1.15012 -1.69538
H -2.34695 -2.26296 0.19374
H -2.51031 0.52642 -0.82270
H -2.81528 -0.84168 1.18036
H 2.69487 -0.43886 -1.14864
H -1.24155 -0.18646 -1.82583
```

The net charge is 0.

=====

Entry from OMol25: a molecular structure, C2H7N5 in a non-equilibrium geometry (wB97M-V/def2-TZVPD).

The geometry in XYZ format:
```
14
C2H7N5 wB97M-V/def2-TZVPD
N -1.22607 -0.63789 1.49036
N 1.64937 1.48904 -0.61546
N 0.55737 -0.79419 -1.73137
N -0.67470 -1.20918 0.40494
N -0.71604 1.83269 0.18494
C 0.10458 -0.35811 -0.51191
C 0.22540 1.14226 -0.31388
H 1.87356 2.47937 -0.44052
H 0.34776 -1.87058 -1.71246
H -0.13944 -2.19550 0.41528
H -0.25651 -0.42597 2.27970
H 1.51812 1.04984 -1.80729
H -2.05874 -1.37003 1.93825
H -1.20466 0.86824 0.41943
```

The net charge is 0.

=====

Entry from OMol25: 2 unconnected molecules or ions with the total composition C3H8N3 in a non-equilibrium geometry (wB97M-V/def2-TZVPD).

The geometry in XYZ format:
```
14
C3H8N3 wB97M-V/def2-TZVPD
N -0.70467 -0.22734 0.51389
N 1.72598 -0.06960 -0.52071
N 2.56807 -0.47047 0.38397
C -1.35925 -0.97406 -0.48686
C -1.85759 0.38653 0.25763
C 0.86455 0.84526 -0.21555
H -2.03482 1.20929 -0.40422
H 2.56887 -0.26721 1.42381
H 3.25573 -1.09147 -0.03394
H -1.65632 -2.08150 -0.34053
H 0.38241 1.36219 -1.00600
H -1.28771 -0.72920 -1.48082
H -2.42756 0.42636 1.12826
H 1.00719 1.25403 0.82204
```

The net charge is +1.

=====

Entry from OMol25: a molecular structure, C21H28ClN3O2STi in a non-equilibrium geometry (wB97M-V/def2-TZVPD).

The geometry in XYZ format:
```
57
C21H28ClN3O2STi wB97M-V/def2-TZVPD
Ti -1.37125 -0.10410 0.68328
Cl -3.22648 0.75207 2.10900
S 0.31165 0.36178 4.93258
O -0.58528 4.05769 -0.46010
O -0.23902 -4.02114 -0.61928
N -0.43009 -2.07477 0.47604
N -0.22669 1.98014 0.32230
N -0.31233 0.00378 2.24213
C -0.65458 -1.19247 -3.42752
C -0.51707 2.56799 -4.00344
C 0.66217 -2.79690 1.19366
C -0.75746 1.23537 -3.39033
C 0.02202 0.16069 3.40858
C 1.63772 2.48034 1.95498
C 2.07030 2.44110 -0.48812
C -0.93315 2.78536 -0.46539
C 0.17879 -3.14706 2.58194
C 1.94617 -1.99175 1.20315
C -0.35194 0.03917 -3.99729
C -1.32526 -0.03495 -1.44191
C 0.83334 -4.06227 0.36928
C -0.82218 -2.84682 -0.52084
C -1.32608 1.17412 -2.10427
C 1.04354 2.73249 0.59115
C 0.55668 4.16789 0.44714
C -0.34163 -2.49717 -4.07345
C -1.97469 2.33277 -1.40346
C -1.82085 -2.43602 -1.51681
C -1.22812 -1.21876 -2.14003
H -2.75638 -2.22117 -0.95360
H 1.27070 4.87033 0.00136
H -2.39987 -0.50593 2.03601
H 0.17241 0.06985 -4.95604
H -0.77777 -3.67909 2.49701
H -0.05101 2.50204 -4.98257
H 2.37987 1.39474 -0.45367
H 0.21408 -2.37800 -4.99766
H 0.04250 -2.25459 3.18898
H -2.85283 2.03691 -0.79072
H -1.43939 3.12980 -4.12496
H 1.83721 -1.06266 1.76534
H 2.00444 1.45734 2.04199
H -1.24052 -3.06105 -4.31557
H -2.02121 -3.24752 -2.23020
H 0.20376 4.57566 1.40549
H 2.24845 -1.76181 0.17364
H 0.91652 -3.80428 3.05988
H -2.27544 3.15363 -2.07349
H 2.48451 3.16723 2.07855
H 2.73958 -2.59794 1.66339
H 0.14234 3.18001 -3.38833
H 1.77442 -4.10341 -0.19678
H 1.69856 2.66239 -1.49711
H 2.95375 3.06664 -0.31551
H 0.90661 2.68552 2.73751
H 0.74709 -4.99213 0.94916
H 0.25937 -3.13106 -3.42258
```

The net charge is -1. As for the expectation value of S²: 0.863. The spin multiplicity is 2.

=====

E for the records above, in order: -666.20589, -855.92937, -4836.45891, -4180.04512, -651.04966, -3468.48997, -5769.32632, -328.09211, -353.98358, -282.90214, -2839.59751 Eh